ORCA calculation (ωB97M-V/def2-TZVPD) on a single C16H16N4OS molecule.

LUMO energy (eV): 0.447
Total charge: 0
Energy above the lowest of the compared OMol25 structures with the same formula, charge and spin (kcal/mol): 0.00
SMILES string: CCc1ccc(NC(=S)Nc2ccc3[nH]c(=O)[nH]c3c2)cc1
Frontier orbital gap (eV): 8.439

Geometry as XYZ:
```
38
Properties=species:S:1:pos:R:3:forces:R:3
S 2.9991 -1.3318 1.5996 0.4926 -0.1157 0.1691
O -5.0690 -1.4962 -3.1791 -0.2772 0.0819 -0.3103
N -2.9560 -1.2471 -2.2577 0.1647 0.0845 -0.0558
N 0.5962 -2.1032 1.0623 0.1081 -0.0992 0.0970
N -4.3931 -2.5598 -1.2338 -0.1506 -0.1136 0.0795
N 0.9418 0.1495 0.7034 -0.7054 -0.5746 0.0115
C -1.5905 -3.0723 1.1419 0.2434 0.1774 0.0032
C 1.5421 1.3962 0.5121 0.3201 0.4774 -0.0587
C 1.2045 3.7645 0.2304 0.1070 -0.0305 -0.0399
C 3.4059 2.8557 0.1279 -0.2307 0.1341 -0.0154
C -4.2468 -1.7392 -2.3332 -0.3049 0.0691 -0.2435
C 2.5705 3.9633 0.0707 0.0200 0.0643 -0.1549
C 3.4598 5.9685 1.2477 0.0129 0.0610 -0.2140
C -1.0330 -1.5575 -0.6720 -0.1270 -0.1281 -0.0298
C -2.3123 -1.7497 -1.1513 0.0027 -0.3258 0.5625
C 1.4626 -1.0450 1.0669 0.0868 -0.0610 0.2544
C 2.9090 1.5840 0.3408 0.0548 -0.1394 -0.0285
C 3.1308 5.3442 -0.1100 0.0171 0.0273 0.2442
C 0.6937 2.5009 0.4439 0.0321 -0.1902 0.0661
C -2.8703 -3.2699 0.6516 -0.0775 0.1383 -0.3377
C -0.6797 -2.2213 0.5078 -0.5735 -0.0224 -0.1195
C -3.2300 -2.5909 -0.4955 0.6019 0.0857 0.1994
H 0.5315 4.6087 0.1840 -0.0740 0.0916 -0.0130
H -5.2387 -3.0641 -1.0316 0.0098 0.1054 -0.1426
H 3.5802 0.7435 0.3765 -0.0204 0.0044 -0.0045
H 4.4705 2.9858 -0.0012 0.1314 0.0140 -0.0284
H 4.1899 5.3595 1.7758 0.0589 -0.0327 0.0918
H -0.0712 0.1764 0.6605 0.1960 -0.0238 -0.0433
H 3.8680 6.9683 1.1187 0.0512 0.1145 0.0684
H -2.5623 -0.6304 -2.9472 -0.1510 -0.0490 -0.0124
H -1.2799 -3.5870 2.0381 0.0316 -0.0178 0.1300
H 0.9525 -2.9139 1.5505 0.0974 0.2125 -0.1245
H -0.3733 2.3630 0.5619 -0.1026 -0.0127 0.0279
H 2.5636 6.0349 1.8605 -0.0551 0.0140 0.0954
H 4.0392 5.2988 -0.7139 -0.0535 0.0273 -0.0749
H 2.4057 5.9740 -0.6296 0.0538 -0.0157 -0.0784
H -0.3229 -0.9546 -1.2152 0.0857 0.0510 -0.0399
H -3.5587 -3.9309 1.1528 -0.0765 -0.0838 0.0695
```
Forces are in eV/Å.

ORCA calculation (ωB97M-V/def2-TZVPD) on a molecular structure, C32H44BCrN7OS4 in a non-equilibrium geometry.

LUMO energy (spin up / spin down) (eV): -3.025 / -2.965
Total charge: +1
Energy above the lowest of the compared OMol25 structures with the same formula, charge and spin (kcal/mol): 10.88
<S²>: 0.8238
Spin multiplicity: 2
Frontier orbital gap (spin up / spin down) (eV): 6.937 / 7.006

Geometry as XYZ:
```
90
Properties=species:S:1:pos:R:3:forces:R:3
Cr 0.9837 0.3103 -0.0112 0.0523 0.9717 -1.0585
S 0.0929 -2.4967 2.7544 0.1139 -0.6549 0.4469
S 2.1694 0.0537 1.9647 -0.1327 -0.0045 -0.1421
S -0.3575 -1.4170 -0.6349 0.0112 -0.4431 1.2095
S -0.5974 1.3735 -1.3877 0.4253 0.3288 -0.1223
O 2.1995 0.6036 -0.8936 -0.0152 0.0400 0.1290
N -1.0926 0.1445 1.5117 -0.0017 0.9155 1.6199
N -1.3132 2.6076 0.7857 0.1941 -0.0378 -0.1666
N 0.7355 -4.1875 0.8055 0.0220 -0.1878 -0.1949
N 0.0444 3.0617 3.2614 0.0180 -0.0398 0.1311
N -1.7060 0.2727 2.7159 0.1914 0.5273 0.4689
N 0.4797 1.9878 2.5913 0.0494 0.2140 -0.1721
N -2.0818 3.3855 1.5736 -0.1150 -0.1151 0.0134
C -3.6077 1.0771 4.7289 0.0355 0.0181 -0.0723
C 1.7754 -4.6648 2.8547 -0.2465 -0.0031 -0.0737
C 2.2526 1.6401 4.1512 0.0411 0.0810 0.0707
C 0.2333 5.8451 4.0582 0.0560 -0.0192 -0.0152
C -3.8549 5.0060 1.9224 -0.0494 0.0287 0.0141
C -3.1084 -0.3576 4.5441 -0.0291 -0.0144 0.1407
C 0.1104 4.6692 5.0368 0.0243 0.0387 0.0148
C 2.2744 -5.9645 0.8785 0.0724 -0.0573 0.0858
C -2.6067 3.2679 -2.6820 0.0040 -0.0074 -0.0026
C -4.4678 4.1352 3.0214 0.0194 -0.0185 0.0186
C -2.6318 -0.5474 3.1156 0.0056 0.0790 -0.3622
C 1.7792 2.7097 4.8418 0.0115 -0.0458 -0.0484
C 2.4480 -5.6841 2.2560 0.0544 -0.1008 -0.0510
C -1.2327 -0.9978 0.8683 -1.0677 -0.6820 -2.8870
C -4.9912 5.6929 1.1598 -0.0075 -0.0361 0.0059
C -4.2239 -1.3422 4.8895 -0.0125 -0.0171 -0.0091
C 0.8732 -3.8476 2.1090 0.3073 0.2206 0.4145
C 1.4075 -5.1950 0.1831 -0.1125 0.1092 0.0487
C -2.9705 6.0918 2.5437 0.0103 -0.0409 -0.0162
C -3.1619 -1.4934 2.1991 0.1489 0.0680 -0.0173
C -3.1932 4.1363 -0.3977 0.0637 0.0420 -0.0081
C 0.6673 3.4305 4.3484 -0.0425 -0.0153 -0.0280
C -2.4740 -1.7111 1.0548 0.1245 -0.5136 0.4015
C -1.3534 4.3886 5.3957 0.0046 -0.0042 -0.0092
C -1.9067 -0.6013 5.4683 0.0161 -0.0554 -0.0122
C -2.9965 4.1309 1.0082 -0.0205 0.0379 -0.0236
C -2.9279 -2.7233 0.0514 0.0356 -0.0127 0.0121
C -1.4674 2.5482 -0.5417 -0.1341 -0.1864 0.0656
C -2.4445 3.3424 -1.1998 0.0381 0.0609 0.0373
C 3.4393 0.8477 4.5921 -0.0177 -0.0240 0.0128
C 1.5854 1.3180 2.9370 -0.0330 -0.4823 0.1411
C 0.8745 5.0147 6.3151 -0.0023 -0.0181 -0.0010
B -0.2609 1.5474 1.3061 -0.0912 -0.2841 -0.0099
H 2.8091 -6.7627 0.3880 0.0021 -0.0076 0.0157
H -1.1057 0.1052 5.2462 0.0101 0.0135 0.0015
H -5.5675 6.2920 1.8649 -0.0119 -0.0100 0.0000
H -1.4194 3.5720 6.1188 -0.0007 0.0069 0.0131
H 3.1286 -6.2896 2.8407 0.0024 -0.0024 -0.0117
H 1.8864 -4.4550 3.9073 0.0392 0.0749 -0.0052
H -1.9171 4.0996 4.5109 0.0338 0.0085 0.0270
H -1.8117 5.2736 5.8406 -0.0041 0.0085 -0.0173
H -3.9476 4.7719 -0.8359 -0.0259 -0.0041 0.0078
H -5.0571 4.7563 3.6977 -0.0042 -0.0022 0.0022
H -5.1273 3.3759 2.5945 0.0011 0.0041 0.0022
H -3.8971 -2.3789 4.7847 0.0054 0.0043 -0.0025
H 0.1395 -3.5798 0.2540 0.0622 0.0938 -0.0753
H 0.8211 4.2135 7.0552 -0.0010 -0.0026 -0.0035
H -1.6734 3.5270 -3.1848 0.0011 -0.0046 0.0032
H -2.8602 2.2515 -2.9888 -0.0039 0.0027 -0.0013
H -1.5119 -1.6118 5.3458 0.0089 0.0081 -0.0068
H -3.8481 -3.1982 0.3847 -0.0033 0.0225 0.0062
H -2.8112 1.7866 4.5021 -0.0138 -0.0142 0.0099
H -4.4519 1.2870 4.0695 -0.0204 0.0042 0.0050
H 1.9236 5.2438 6.1181 0.0033 -0.0062 -0.0023
H -5.6759 4.9746 0.7035 0.0116 -0.0026 -0.0165
H -4.5227 -1.1937 5.9270 0.0009 -0.0071 0.0067
H -4.6247 6.3716 0.3878 0.0037 0.0126 0.0098
H -2.5428 6.7394 1.7750 0.0060 0.0013 -0.0070
H -3.0992 -2.2576 -0.9201 0.0207 0.0060 -0.0089
H 2.2656 3.0185 5.7556 -0.0054 -0.0065 0.0138
H 4.2164 0.8615 3.8265 0.0053 0.0064 0.0019
H -3.3901 3.9444 -3.0167 0.0031 0.0030 0.0003
H -2.1566 5.6497 3.1095 -0.1258 0.0212 -0.0320
H 1.2845 6.0651 3.8591 0.0015 0.0105 0.0140
H -2.2095 -0.4726 6.5085 -0.0145 0.0080 0.0023
H -0.2470 5.6187 3.1075 0.1015 0.0020 0.0490
H -3.6962 3.6302 3.5968 -0.0329 -0.0001 -0.0209
H -5.1102 -1.1902 4.2695 0.0020 0.0104 0.0054
H -3.9328 1.2279 5.7594 0.0041 -0.0082 0.0108
H 3.1645 -0.1971 4.7482 -0.0089 -0.0052 -0.0191
H -2.1775 -3.5016 -0.0966 -0.0023 -0.0156 0.0350
H -0.2242 6.7400 4.4832 -0.0175 -0.0024 -0.0054
H 1.2016 -5.3223 -0.8694 -0.0214 0.0207 -0.0074
H 3.8439 1.2491 5.5188 -0.0008 0.0029 -0.0027
H 0.4266 5.9019 6.7633 0.0036 0.0021 0.0025
H -4.0619 -2.0505 2.4163 -0.0285 0.0794 0.0014
H -3.5651 6.7121 3.2164 -0.0060 0.0035 -0.0003
```
Forces are in eV/Å.